Arrangement one

The following is a quantum chemistry calculation of an isolated molecule of C6H11NS, from the OMol25 dataset.

The geometry in ORCA input format:
```
! wB97M-V def2-TZVPD RIJCOSX def2/J DEFGRID3
* xyz 0 1
C -0.1266 -0.3425 0.3683
C -0.3194 0.6204 -0.5500
C 0.6623 -1.6069 0.0351
C -0.5612 -0.1806 1.7686
C -1.1248 1.8122 -0.3760
C 0.2748 0.5980 -1.8604
N 1.6349 -1.8538 0.9346
S 0.2641 -2.6742 -1.1659
H -0.2743 0.8245 2.0998
H -0.1716 -1.0509 2.4340
H -1.7202 -0.3617 1.8262
H -1.2194 2.0661 0.6831
H -2.1466 1.7462 -0.8160
H -0.6888 2.5703 -1.0083
H 1.3104 0.2200 -1.7884
H -0.1632 -0.0918 -2.5804
H 0.3092 1.6200 -2.3918
H 2.0277 -1.1613 1.5413
H 2.0326 -2.7540 0.8461
*
```

Output
HOMO energy in eV: -8.17
Orbital gap in eV: 8.67



Arrangement two

The following is a quantum chemistry calculation of an isolated molecule of C6H11NS, from the OMol25 dataset.

The geometry in ORCA input format:
```
! wB97M-V def2-TZVPD RIJCOSX def2/J DEFGRID3
* xyz 0 1
C 2.1474 2.0018 -0.0968
C 1.0488 0.8399 0.0542
C 0.5881 -0.0668 1.2246
C -0.6032 -0.4326 0.1576
C 0.2867 -1.1505 -0.9438
C -0.5025 1.0535 -0.2748
H 1.7257 3.0102 0.2368
H 2.5323 1.9877 -1.3043
H 3.0190 1.7555 0.5844
H 1.0391 -0.9497 1.5206
H -0.0372 0.4465 1.9549
H -2.1976 -0.9055 -0.7289
H 0.8405 -2.0888 -0.6846
H -0.2299 -1.3374 -1.9694
H 1.2125 0.3602 -2.1447
H -0.9977 2.0573 0.2091
H -0.3885 1.2371 -1.4471
N 1.4128 -0.0878 -1.1068
S -2.1375 -1.1519 0.6746
*
```

Output
HOMO energy in eV: -8.64
Orbital gap in eV: 9.35



Q: Which of them is the least stable? A: arrangement two.



Arrangement one

The following is a quantum chemistry calculation of an isolated molecule of C6H11NS, from the OMol25 dataset.

The geometry in ORCA input format:
```
! wB97M-V def2-TZVPD RIJCOSX def2/J DEFGRID3
* xyz 0 1
C 2.5189 -0.9151 -0.0456
C 0.9295 0.5998 -1.1012
C 0.2904 1.7005 -0.2028
C -0.1523 0.9731 1.0502
C -1.0867 -0.2022 0.9190
C 0.4031 -0.4209 0.9485
H 3.0536 -1.0932 -0.9826
H 2.6106 -1.8077 0.5392
H 3.0598 -0.1196 0.4737
H 1.8716 0.9096 -1.5360
H 0.2589 0.3560 -1.9137
H -0.5224 2.1986 -0.7156
H 1.0233 2.4650 0.0648
H -0.1514 1.5106 2.0013
H -1.6033 -0.4862 1.8276
H -2.9898 0.2780 -0.3083
H 0.8130 -0.9607 1.8387
N 1.1231 -0.6088 -0.2767
S -2.0439 -0.5875 -0.5476
*
```

Output
HOMO energy in eV: -8.20
Orbital gap in eV: 9.11



Arrangement two

The following is a quantum chemistry calculation of an isolated molecule of C6H11NS, from the OMol25 dataset.

The geometry in ORCA input format:
```
! wB97M-V def2-TZVPD RIJCOSX def2/J DEFGRID3
* xyz 0 1
C 0.1048 1.4486 -0.5575
C 1.1709 0.5137 -0.6208
C 1.1062 -0.8516 -0.7820
C 2.4103 1.3406 -0.8714
C -0.2133 -1.5213 -0.8904
C -2.8162 -0.1221 1.9526
N -1.6975 0.0054 1.0898
S -1.3529 1.4446 0.4431
H 0.4273 2.4563 -0.6144
H 1.9523 -1.4939 -0.8687
H 3.1407 0.7053 -1.1925
H 2.7640 1.7008 0.1522
H 2.3351 2.2532 -1.6361
H -0.0893 -2.7365 -0.8593
H -0.6307 -1.3872 -1.8589
H -0.9368 -1.3073 -0.1464
H -3.7056 -0.4359 1.3860
H -2.5629 -1.0650 2.6267
H -2.8938 0.6824 2.6830
*
```

Output
HOMO energy (alpha / beta) in eV: -7.80 / -7.62
Orbital gap (alpha / beta) in eV: 7.38 / 7.39



Arrangement three

The following is a quantum chemistry calculation of an isolated molecule of C6H11NS, from the OMol25 dataset.

The geometry in ORCA input format:
```
! wB97M-V def2-TZVPD RIJCOSX def2/J DEFGRID3
* xyz 0 1
C -1.3630 -2.0556 -1.5004
C 0.2617 0.4419 0.8285
C -0.0832 -0.0650 2.1635
C 1.0058 1.6478 0.7718
C 1.2994 2.3496 -0.3317
C 0.9090 1.8357 -1.6865
H -2.4197 -1.4610 -1.7992
H -0.5652 -1.7148 -2.4613
H -1.6983 -3.2630 -1.2411
H 0.3664 0.5222 3.0268
H -1.1727 -0.0504 2.3479
H 0.2045 -1.0289 2.4990
H 1.6723 1.9558 1.6857
H 1.9049 3.2646 -0.1218
H 1.5015 0.7758 -1.8134
H 1.2671 2.4741 -2.6313
H -0.1815 1.7575 -1.6386
N 0.0513 -0.2399 -0.2114
S -0.8385 -1.6549 0.1348
*
```

Output
HOMO energy in eV: -8.02
Orbital gap in eV: 8.82



Q: Which of them is the least stable? A: arrangement two.



Arrangement one

The following is a quantum chemistry calculation of a cluster of 2 separate species, CH3O4P in total, from the OMol25 dataset.

The geometry in ORCA input format:
```
! wB97M-V def2-TZVPD RIJCOSX def2/J DEFGRID3
* xyz -2 1
C 1.9078 0.4928 0.0745
O -4.5870 0.4562 1.4392
O -2.8969 1.1059 -0.3854
O -3.5355 -1.2865 -0.2044
O 3.0137 0.2827 -0.4001
P -3.4475 0.0450 0.5347
H 1.6948 1.5176 0.4527
H 1.0040 -0.2505 0.2269
H -2.4530 -0.3275 1.4278
*
```

Output
HOMO energy in eV: 1.40
Orbital gap in eV: 4.00



Arrangement two

The following is a quantum chemistry calculation of a cluster of 2 separate species, CH3O4P in total, from the OMol25 dataset.

The geometry in ORCA input format:
```
! wB97M-V def2-TZVPD RIJCOSX def2/J DEFGRID3
* xyz -2 1
C 1.1223 0.6968 0.4475
O -1.9647 0.9012 -1.2175
O -0.5501 -1.1422 -1.8146
O -1.9602 -1.1356 0.2438
O 1.1120 -0.3546 1.4476
P -1.2070 -0.3326 -0.7858
H 1.8190 0.6076 -0.3972
H 1.2771 1.6010 0.9751
H 0.3516 -0.8415 1.1011
*
```

Output
HOMO energy in eV: 1.73
Orbital gap in eV: 5.61



Arrangement three

The following is a quantum chemistry calculation of a cluster of 2 separate species, CH3O4P in total, from the OMol25 dataset.

The geometry in ORCA input format:
```
! wB97M-V def2-TZVPD RIJCOSX def2/J DEFGRID3
* xyz -2 1
C -1.0040 -1.3275 -0.3509
O 0.5038 1.6910 2.2470
O 1.9157 1.3532 0.2259
O -0.2942 2.7496 0.0627
O -0.0011 -1.5183 -1.4851
P 0.5717 1.7451 0.7632
H -0.4335 -1.7363 0.6423
H -1.8151 -2.1764 -0.6181
H 0.5567 -0.7804 -1.4870
*
```

Output
HOMO energy in eV: 1.87
Orbital gap in eV: 5.22



Q: Which of them is the least stable? A: arrangement three.



Arrangement one

The following is a quantum chemistry calculation of the ion C4H11N2 with charge +2, from the OMol25 dataset.

The geometry in ORCA input format:
```
! wB97M-V def2-TZVPD RIJCOSX def2/J DEFGRID3
* xyz 2 2
C 1.0693 1.0878 1.0746
C -0.2895 1.1314 0.4883
C -0.5378 -0.0146 -0.4992
C -1.1469 -1.2366 -0.2175
N -1.8958 -1.9749 -1.1250
N 1.8647 0.3595 0.1213
H 0.9913 0.5607 1.9992
H 1.4066 2.2307 1.2960
H -1.1026 1.0522 1.2661
H -0.4057 2.0136 -0.1631
H -0.4728 -0.0274 -1.6117
H -1.2318 -1.5887 0.7622
H -2.0373 -1.4229 -2.0271
H -2.8215 -2.6073 -0.8289
H 2.9772 0.4227 0.2013
H 1.8219 -0.6975 0.1127
H 1.8108 0.7112 -0.8491
*
```

Output
HOMO energy (alpha / beta) in eV: -19.18 / -21.27
Orbital gap (alpha / beta) in eV: 10.85 / 9.85



Arrangement two

The following is a quantum chemistry calculation of a cluster of 2 separate species, C4H11N2 in total, from the OMol25 dataset.

The geometry in ORCA input format:
```
! wB97M-V def2-TZVPD RIJCOSX def2/J DEFGRID3
* xyz 2 2
C 1.2032 1.1517 0.4944
C -0.1158 0.7471 1.1330
C -2.4018 1.6024 0.9420
N -1.2484 1.4864 0.4692
H 2.0497 0.7306 1.0493
H 1.2142 0.6897 -0.4943
H 1.3682 2.2333 0.4346
H -0.2292 0.7717 2.2367
H -0.2880 -0.2488 0.7887
H -2.6522 1.4159 1.9859
H -3.1752 1.9561 0.2108
C 0.9917 -2.4232 -1.6252
N 0.2578 -1.4898 -0.9232
H 0.6023 -2.8702 -2.5375
H 1.4235 -3.2180 -1.0160
H -0.5227 -1.1719 -1.5267
H 1.5228 -1.3631 -1.6217
*
```

Output
HOMO energy (alpha / beta) in eV: -20.68 / -20.60
Orbital gap (alpha / beta) in eV: 8.57 / 8.47



Q: Which of them is the least stable? A: arrangement two.



Arrangement one

The following is a quantum chemistry calculation of an isolated molecule of C3H7N3S, from the OMol25 dataset.

The geometry in ORCA input format:
```
! wB97M-V def2-TZVPD RIJCOSX def2/J DEFGRID3
* xyz 0 1
C -1.5965 -0.1179 -0.1750
C -0.5021 -0.8756 0.4641
C 2.7350 0.4517 -0.3535
H -0.2672 1.6016 0.4930
H -1.6861 1.8156 -1.0163
H -2.8485 -1.4353 0.0508
H 0.1700 -0.2186 1.1483
H -0.8632 -1.8532 1.0404
H 3.3201 -0.1557 -1.0817
H 3.1765 1.2470 0.3757
N -1.1759 1.2452 -0.1498
N -2.8800 -0.4832 -0.4968
N 1.5838 0.0953 0.0879
S 0.8341 -1.3169 -0.3872
*
```

Output
HOMO energy in eV: -8.80
Orbital gap in eV: 9.29



Arrangement two

The following is a quantum chemistry calculation of an isolated molecule of C3H7N3S, from the OMol25 dataset.

The geometry in ORCA input format:
```
! wB97M-V def2-TZVPD RIJCOSX def2/J DEFGRID3
* xyz 0 1
C -0.9394 0.9666 0.3203
C 0.6506 -0.9453 0.3365
C -0.9890 -1.3888 -1.3641
H -0.7108 1.2413 -0.8023
H -1.5724 0.0853 0.3398
H -1.2214 1.8829 0.9370
H 2.2315 1.1650 0.1805
H 1.9007 0.7835 1.9507
H 1.6920 -1.3983 0.5146
H -1.9804 -1.8833 -1.1849
N 0.2974 0.3824 0.8284
N 1.5149 1.2593 1.0092
N -0.1775 -1.6270 -0.3754
S -0.6962 -0.5235 -2.6903
*
```

Output
HOMO energy in eV: -8.36
Orbital gap in eV: 8.56



Arrangement three

The following is a quantum chemistry calculation of an isolated molecule of C3H7N3S, from the OMol25 dataset.

The geometry in ORCA input format:
```
! wB97M-V def2-TZVPD RIJCOSX def2/J DEFGRID3
* xyz 0 1
C 1.0877 2.2735 0.4344
C -0.3214 0.2910 0.8245
C -1.3516 -2.7248 -0.5908
H 1.0359 3.0603 -0.3475
H 0.5755 2.7455 1.2683
H 2.1083 2.0522 0.6998
H 0.6623 -0.9898 -1.3575
H -0.5263 0.5253 1.8416
H -1.0609 -3.2627 -1.4970
H -2.2342 -2.8172 0.0424
N 0.3993 1.0135 0.0084
N -0.8726 -0.8673 0.6332
N -0.6769 -1.6376 -0.5138
S 1.1751 0.3382 -1.4462
*
```

Output
HOMO energy in eV: -8.02
Orbital gap in eV: 8.77



Q: Which of them is the least stable? A: arrangement one.



Arrangement one

The following is a quantum chemistry calculation of an isolated molecule of C3H7N3S, from the OMol25 dataset.

The geometry in ORCA input format:
```
! wB97M-V def2-TZVPD RIJCOSX def2/J DEFGRID3
* xyz 0 1
C -2.8486 0.3117 0.0577
C -0.1167 0.2642 -0.0264
C 2.2872 0.2605 0.0230
H -2.7064 0.8796 0.9769
H -2.9407 0.9693 -0.7966
H -3.7221 -0.3525 0.2146
H -1.0825 1.8788 -0.1501
H 1.0970 -1.4186 0.1107
H 2.2056 1.3416 0.0115
H 3.6558 -1.1397 -0.0284
N -0.1268 1.5395 -0.0258
N 1.0718 -0.4421 0.0753
N 3.4626 -0.1828 -0.0149
S -1.4557 -0.8487 -0.0567
*
```

Output
HOMO energy in eV: -9.45
Orbital gap in eV: 10.04



Arrangement two

The following is a quantum chemistry calculation of an isolated molecule of C3H7N3S, from the OMol25 dataset.

The geometry in ORCA input format:
```
! wB97M-V def2-TZVPD RIJCOSX def2/J DEFGRID3
* xyz 0 1
C 2.2055 -0.8006 0.0915
C -0.9943 -0.2150 1.0618
C -0.7794 0.6492 -1.2537
H 2.0551 -0.7133 1.1521
H 3.0226 -1.5816 -0.1019
H 2.5219 0.0975 -0.4595
H -0.8933 -1.1805 1.4413
H -1.6091 1.5934 1.1837
H 0.0135 0.6119 -1.9995
H -2.4794 1.1433 -0.6544
N -0.4551 -0.2623 -0.2369
N -1.5100 0.7215 1.7210
N -1.7759 1.4215 -1.3191
S 0.6776 -1.4850 -0.6262
*
```

Output
HOMO energy in eV: -9.46
Orbital gap in eV: 10.07



Q: Which of them is the least stable? A: arrangement two.



Arrangement one

The following is a quantum chemistry calculation of an isolated molecule of C3H7N3S, from the OMol25 dataset.

The geometry in ORCA input format:
```
! wB97M-V def2-TZVPD RIJCOSX def2/J DEFGRID3
* xyz 0 1
C -0.6496 -0.2634 1.8883
C 0.9151 -0.2329 1.6263
C -0.5206 0.3431 -1.1029
H -1.0480 0.4296 1.0354
H -1.0050 -1.3057 1.7872
H -0.7753 0.3858 3.0096
H 1.6221 -0.6225 2.5155
H -1.4063 0.9096 -1.7048
H -1.6658 -1.4825 -2.4961
H -1.3489 -2.6718 -1.4279
N 1.5723 0.3576 0.7817
N -0.3883 -0.9483 -0.9207
N -1.5740 -1.5845 -1.4847
S 0.6180 1.2815 -0.3639
*
```

Output
HOMO energy in eV: -8.22
Orbital gap in eV: 9.12



Arrangement two

The following is a quantum chemistry calculation of an isolated molecule of C3H7N3S, from the OMol25 dataset.

The geometry in ORCA input format:
```
! wB97M-V def2-TZVPD RIJCOSX def2/J DEFGRID3
* xyz 0 1
C -0.1325 -0.7287 0.1681
C 1.0931 -1.4610 -0.1133
C 2.3538 -1.0568 -0.0342
H -3.0829 -0.8458 -0.7040
H -2.1821 0.3842 0.1973
H 0.3008 0.6723 1.6632
H -0.7431 2.5767 -0.3353
H 0.8224 -2.4488 -0.4321
H 3.1652 -1.7675 -0.2091
H 2.6918 -0.0234 0.2762
N -2.3968 -0.6377 0.0377
N -1.2228 -1.2887 -0.2518
N -0.1597 0.6234 0.7572
S 0.3497 1.8782 -0.2738
*
```

Output
HOMO energy in eV: -8.49
Orbital gap in eV: 9.16



Arrangement three

The following is a quantum chemistry calculation of an isolated molecule of C3H7N3S, from the OMol25 dataset.

The geometry in ORCA input format:
```
! wB97M-V def2-TZVPD RIJCOSX def2/J DEFGRID3
* xyz 0 1
C -1.2858 0.2649 0.2437
C -2.6090 0.6877 -0.2698
C 2.9336 -0.8092 -0.0255
N -0.5323 -0.4654 -0.4590
N 0.6548 -0.9162 -0.2017
N 1.6538 -0.1298 -0.0890
S 1.6143 1.5150 -0.0933
H -1.0297 0.5620 1.2630
H -2.7768 0.2844 -1.2635
H -2.6484 1.7769 -0.3173
H -3.3957 0.3614 0.4061
H 3.1090 -1.3549 -0.9510
H 3.7123 -0.0654 0.1193
H 2.9314 -1.5151 0.8046
*
```

Output
HOMO energy (alpha / beta) in eV: -8.02 / -8.02
Orbital gap (alpha / beta) in eV: 7.96 / 7.96



Q: Which of them is the least stable? A: arrangement one.



Arrangement one

The following is a quantum chemistry calculation of an isolated molecule of C4H5ClN2, from the OMol25 dataset.

The geometry in ORCA input format:
```
! wB97M-V def2-TZVPD RIJCOSX def2/J DEFGRID3
* xyz 0 1
C -1.0507 0.6812 -0.0908
C 0.1549 0.2782 0.0802
C 1.3925 1.1313 0.2182
C 1.7368 -1.1113 0.0214
H -1.1562 1.7657 -0.4329
H 1.2200 2.1202 -0.1875
H 1.7998 1.5135 1.2143
H 3.2390 0.3816 0.3346
H 2.4294 -2.0561 0.0123
N 2.3838 0.1669 -0.4594
N 0.4188 -1.1115 0.1808
Cl -2.3854 -0.1758 -0.0215
*
```

Output
HOMO energy in eV: -8.49
Orbital gap in eV: 9.06



Arrangement two

The following is a quantum chemistry calculation of an isolated molecule of C4H5ClN2, from the OMol25 dataset.

The geometry in ORCA input format:
```
! wB97M-V def2-TZVPD RIJCOSX def2/J DEFGRID3
* xyz 0 1
C -0.5600 -0.1690 1.0928
C 0.1550 -0.2794 -0.0104
C -0.0726 1.1416 -0.5452
C 0.8398 -1.2810 -0.8246
N -0.7022 1.9058 0.3102
N -0.9972 1.0909 1.3428
Cl 0.7123 1.5765 -2.0572
H -0.7789 -0.9970 1.8523
H 0.6692 -2.2874 -0.5310
H 0.3722 -1.0419 -1.8138
H 1.8801 -1.2193 -0.9652
H -1.5177 1.5602 2.1494
*
```

Output
HOMO energy in eV: -9.07
Orbital gap in eV: 9.99



Arrangement three

The following is a quantum chemistry calculation of an isolated molecule of C4H5ClN2, from the OMol25 dataset.

The geometry in ORCA input format:
```
! wB97M-V def2-TZVPD RIJCOSX def2/J DEFGRID3
* xyz 0 1
C 0.3447 -1.1174 -0.3605
C 0.6702 -2.4880 -0.6395
C -1.0009 -0.5257 -0.0977
C -0.8688 0.9322 0.3341
N -2.0845 -1.0845 -0.2835
N -0.1689 -3.5120 -0.5556
Cl 0.4453 -4.9532 -1.0220
H 1.0839 -0.3629 -0.1332
H 1.6060 -2.7141 -1.2099
H 0.2433 1.1318 0.4939
H -1.2189 1.4856 -0.5097
H -1.3201 0.9610 1.3064
*
```

Output
HOMO energy (alpha / beta) in eV: -9.41 / -8.93
Orbital gap (alpha / beta) in eV: 7.47 / 8.52



Q: Which of them is the least stable? A: arrangement three.